(1)
2 unconnected molecules or ions with the total composition C6H9NOS in a non-equilibrium geometry. Source: the Open Molecules 2025 dataset; level of theory: ωB97M-V with the def2-TZVPD basis set.

Last column: natural (NBO) charge in e.
CARTESIAN COORDINATES (ANGSTROEM)
C: -2.66986 1.10244 -0.17643  -0.255
C: 2.16738 -1.82706 0.84705  -0.231
C: 2.56527 -0.90350 0.16641  -0.050
C: -2.51315 0.10451 0.98951  -0.733
C: -0.74545 -0.00006 -0.82480  0.287
C: 3.18320 0.26992 -0.39010  -0.702
N: -1.46617 0.98399 -1.03284  -0.418
O: 0.26673 -0.33408 -1.49066  -0.661
S: -1.05008 -0.92677 0.75800  0.360
H: -3.49466 0.88408 -0.72529  0.204
H: 1.61207 -2.47310 1.45131  0.241
H: -2.67833 2.08942 0.03979  0.206
H: -2.57598 0.69524 2.00166  0.257
H: -3.45293 -0.44274 1.09713  0.250
H: 3.91494 0.15692 -1.17735  0.244
H: 2.27202 0.83251 -0.78486  0.255
H: 3.80892 0.66039 0.29122  0.241
H: 0.85606 -0.87211 -1.03976  0.504

HOMO energy (alpha / beta) ... -4.26 / -9.74 eV
LUMO level (alpha / beta) ... 0.8374 / -2.5919 eV
Calculated total energy ... -20732.70864 eV
2S+1 ... 3
Frontier orbital gap (alpha / beta) ... 0.1872 / 0.2625 Ha

(2)
A single C6H9NS molecule. Source: the Open Molecules 2025 dataset; level of theory: ωB97M-V with the def2-TZVPD basis set.

Last column: natural (NBO) charge in e.
CARTESIAN COORDINATES (ANGSTROEM)
C: -2.51658 0.60961 0.09112  -0.422
C: -1.23125 0.33867 0.32462  -0.155
C: -0.80052 -0.97457 1.01691  -0.269
N: 0.20343 -1.82424 0.27328  -0.612
C: 0.82022 -0.93612 -0.68020  -0.069
C: 2.22186 -0.48090 -0.94884  -0.381
C: 1.31695 0.29873 0.00214  -0.417
S: 0.05043 1.54627 -0.05561  0.278
H: -3.28761 -0.09533 0.35291  0.203
H: -2.80186 1.55781 -0.35897  0.206
H: -0.34671 -0.69342 1.99934  0.202
H: -1.66778 -1.60790 1.24740  0.212
H: -0.26071 -2.59100 -0.18522  0.362
H: 0.17107 -0.70417 -1.54099  0.188
H: 2.37588 -0.14213 -1.94476  0.223
H: 3.08457 -0.91884 -0.45615  0.230
H: 1.63825 0.09177 1.02864  0.222

HOMO energy ... -8.28 eV
LUMO level ... 0.9653 eV
Structure (SMILES) ... C=C1CN[C@@H]2C[C@H]2S1
Calculated total energy ... -18690.60920 eV
2S+1 ... 1
Frontier orbital gap ... 0.3396 Ha

(3)
A single C6H9NS molecule in a non-equilibrium geometry. Source: the Open Molecules 2025 dataset; level of theory: ωB97M-V with the def2-TZVPD basis set.

Last column: natural (NBO) charge in e.
CARTESIAN COORDINATES (ANGSTROEM)
C: 0.37756 -0.78590 2.07843  -0.930
S: 0.66216 -0.51891 0.46326  1.490
C: 2.16232 -1.12928 0.09943  -1.007
C: 0.51331 1.21568 -0.47732  -0.632
C: -0.87182 1.54276 -0.91430  -0.109
C: -1.88692 0.61044 -0.90433  -0.311
C: -1.63617 -0.76466 -0.65101  0.094
N: -0.63421 -1.32728 -0.13599  -0.654
H: -0.50653 -0.40453 2.43754  0.201
H: 1.24658 -0.54381 2.82407  0.240
H: 2.58177 -0.67153 -0.88292  0.219
H: 2.25520 -2.10831 0.42235  0.240
H: 1.19281 0.87070 -1.28606  0.255
H: 0.91980 2.07305 0.04961  0.249
H: -1.14837 2.60752 -0.87268  0.220
H: -2.82589 0.90419 -1.45484  0.235
H: -2.40158 -1.57012 -0.79525  0.201

HOMO energy (alpha / beta) ... -7.61 / -7.61 eV
LUMO level (alpha / beta) ... -0.6553 / -0.6551 eV
Structure (SMILES) ... C=S1(=C)CC=CC=N1
Calculated total energy ... -18686.18732 eV
2S+1 ... 1
Frontier orbital gap (alpha / beta) ... 0.2555 / 0.2555 Ha

Which value of calculated total energy does entry 2 give?
-18690.60920 eV

calculated total energy of number 2 (C6H9NS)?
-18690.60920 eV

Copy entry 1 word for word.
2 unconnected molecules or ions with the total composition C6H9NOS in a non-equilibrium geometry. Source: the Open Molecules 2025 dataset; level of theory: ωB97M-V with the def2-TZVPD basis set.

Last column: natural (NBO) charge in e.
CARTESIAN COORDINATES (ANGSTROEM)
C: -2.66986 1.10244 -0.17643  -0.255
C: 2.16738 -1.82706 0.84705  -0.231
C: 2.56527 -0.90350 0.16641  -0.050
C: -2.51315 0.10451 0.98951  -0.733
C: -0.74545 -0.00006 -0.82480  0.287
C: 3.18320 0.26992 -0.39010  -0.702
N: -1.46617 0.98399 -1.03284  -0.418
O: 0.26673 -0.33408 -1.49066  -0.661
S: -1.05008 -0.92677 0.75800  0.360
H: -3.49466 0.88408 -0.72529  0.204
H: 1.61207 -2.47310 1.45131  0.241
H: -2.67833 2.08942 0.03979  0.206
H: -2.57598 0.69524 2.00166  0.257
H: -3.45293 -0.44274 1.09713  0.250
H: 3.91494 0.15692 -1.17735  0.244
H: 2.27202 0.83251 -0.78486  0.255
H: 3.80892 0.66039 0.29122  0.241
H: 0.85606 -0.87211 -1.03976  0.504

HOMO energy (alpha / beta) ... -4.26 / -9.74 eV
LUMO level (alpha / beta) ... 0.8374 / -2.5919 eV
Calculated total energy ... -20732.70864 eV
2S+1 ... 3
Frontier orbital gap (alpha / beta) ... 0.1872 / 0.2625 Ha